Record 1
C4H8HgLiO3 as an isolated structure in a non-equilibrium geometry. Source: the OMol25 dataset; level of theory: ωB97M-V/def2-TZVPD.

Expectation value of S²   2.01
2S+1   3
E_tot   -543.5484 Ha
Relative energy (zero: lowest compared OMol25 entry of this formula, charge and spin)   22.6 kcal per mole
Kohn-Sham gap (alpha / beta)   0.3091 / 0.1876 hartree
E_LUMO (alpha / beta)   -2.93 / -6.25 eV
Total charge   +1

Positions of all 17 atoms, in Å:
C -1.62215 0.78152 -0.77519
C -1.29755 -0.13810 0.46864
C 0.10382 -0.58229 0.43126
C 0.56919 -1.52266 -0.53821
O 1.77362 -1.79351 -0.70113
O -2.91326 1.18067 -0.76499
Li -4.56651 0.74652 -0.94114
Hg 3.97514 -0.85487 -0.20711
H -1.35761 0.19225 -1.68038
H -0.90827 1.63293 -0.72909
H -1.99244 -0.99016 0.44016
H -1.49678 0.46307 1.36695
H 0.67773 -0.56196 1.36460
H -0.18036 -1.98155 -1.20939
O 3.25107 0.95486 0.86253
H 3.74366 1.41311 1.54915
H 2.24070 1.06016 1.06335

Force components x, y, z for each atom (eV/Å):
-0.1 0.0 -0.1
0.3 0.7 0.0
-0.6 -1.2 0.9
0.3 0.7 -0.3
-0.2 -0.3 0.0
-0.6 -0.4 -0.1
0.7 0.4 0.1
0.2 -1.1 -0.6
0.0 0.1 0.1
-0.2 -0.2 0.0
0.1 0.1 -0.1
0.0 -0.3 -0.2
0.3 0.5 -0.4
0.3 0.0 0.1
-3.1 1.0 0.8
0.0 0.2 0.2
2.7 -0.2 -0.5

These are the Mulliken partial charges, in e, on atoms 1 to 2:
1. C -0.42
2. C -0.69

***

Record 2
A 7-piece molecular cluster, C29H57ClN6O11S2 overall in a non-equilibrium geometry. Source: the OMol25 dataset; level of theory: ωB97M-V/def2-TZVPD.

E_tot   -3551.9668 Ha
Kohn-Sham gap   0.3060 hartree
E_LUMO   -0.52 eV

Positions of all 106 atoms, in Å:
O -3.50093 2.41038 1.34356
C -2.54366 1.92734 0.79750
O -1.28551 2.48516 0.83348
C -0.60079 2.03383 -0.28422
O 0.31998 2.61287 -0.79595
C -1.25724 0.74359 -0.64455
C -0.62929 -0.25371 -1.53792
C 0.85731 -0.44979 -1.22575
C 1.36387 -1.82323 -1.70525
C 1.73425 -2.73067 -0.53884
S 0.31161 -3.48897 0.19661
O -0.01184 -4.63143 -0.58704
O -0.73918 -2.54309 0.39664
Cl 0.96879 -4.07640 2.03611
C -2.41535 0.66351 -0.00712
C -3.42481 -0.41039 0.02367
C -4.45174 -0.31219 -1.08362
C -5.37730 -1.54239 -1.04052
S -6.60181 -1.47777 0.30923
H -0.70498 0.11843 -2.55430
H -1.18044 -1.17820 -1.47706
H 1.07780 -0.31513 -0.17503
H 1.38872 0.30542 -1.78290
H 0.67933 -2.27913 -2.40584
H 2.29124 -1.65684 -2.23393
H 2.30460 -2.14598 0.16577
H 2.36341 -3.53386 -0.89835
H -2.92354 -1.36881 -0.02605
H -3.94095 -0.33930 0.97189
H -5.07456 0.56678 -0.98440
H -3.98760 -0.32582 -2.06366
H -5.92068 -1.67683 -1.95886
H -4.75434 -2.39739 -0.82599
H -5.80956 -1.44922 1.38545
C -4.91339 7.44337 -0.33250
N -4.99779 6.01062 -0.52513
C -4.26947 5.12855 0.38053
C -5.72847 5.47169 -1.51371
O -5.84620 4.27916 -1.72721
H -3.87649 7.77322 -0.41932
H -5.28797 7.71209 0.65705
H -5.50894 7.95642 -1.08447
H -3.56057 4.52670 -0.18277
H -4.95971 4.45762 0.88571
H -3.73661 5.72618 1.11518
H -6.23628 6.22821 -2.13483
C 6.97740 -1.01772 0.57962
N 6.15759 -1.68281 -0.41532
C 5.76260 -0.96023 -1.61390
C 5.74657 -2.94992 -0.26482
O 5.03971 -3.53361 -1.07189
H 6.45556 -0.13458 0.95518
H 7.92722 -0.71134 0.13730
H 7.17294 -1.69214 1.40978
H 4.67479 -0.90650 -1.67999
H 6.12976 -1.47626 -2.50170
H 6.17182 0.04534 -1.58377
H 6.10260 -3.42173 0.66454
C -0.20084 1.93503 5.12562
N 1.05607 1.73683 4.43104
C 1.07409 1.78514 2.97807
C 2.20698 1.50802 5.08520
O 3.28516 1.32990 4.55140
H -0.92063 1.17096 4.82524
H -0.61063 2.91840 4.88770
H -0.04717 1.86905 6.20033
H 1.43977 0.83485 2.58367
H 1.74473 2.57609 2.64131
H 0.07579 1.97263 2.60677
H 2.08395 1.49136 6.18188
C 6.15378 -1.82929 6.29764
N 6.93276 -2.05891 5.09520
C 7.88683 -1.04967 4.66625
C 6.80111 -3.17486 4.36187
O 7.42597 -3.41521 3.34442
H 5.55117 -0.92615 6.18715
H 6.81675 -1.71111 7.15672
H 5.49186 -2.67268 6.47858
H 7.63136 -0.69279 3.66848
H 8.88999 -1.47497 4.62919
H 7.87092 -0.21589 5.36199
H 6.05444 -3.87545 4.77074
C 5.11160 -4.90860 -4.44434
N 4.44269 -3.81310 -5.12026
C 4.76421 -3.52159 -6.50677
C 3.52718 -3.05460 -4.49833
O 2.93003 -2.12391 -5.00885
H 6.18911 -4.73470 -4.42840
H 4.90814 -5.84701 -4.96446
H 4.75257 -4.98241 -3.42041
H 5.14296 -2.50312 -6.59771
H 3.86998 -3.60650 -7.12461
H 5.51674 -4.22145 -6.85935
H 3.36182 -3.35420 -3.44938
C -8.68590 2.77920 -1.15457
N -9.30599 1.79956 -2.02462
C -10.74731 1.62859 -2.00900
C -8.57604 1.03911 -2.84948
O -9.02395 0.18985 -3.59920
H -8.91449 2.54811 -0.11148
H -9.06375 3.77611 -1.39161
H -7.60864 2.77572 -1.28956
H -10.99949 0.60369 -1.73416
H -11.15941 1.82517 -2.99940
H -11.18569 2.31537 -1.29018
H -7.49862 1.25978 -2.78700

Force components x, y, z for each atom (eV/Å):
1.2 -0.6 -0.3
-1.0 -0.6 0.4
0.0 1.9 -0.2
0.6 -0.3 -0.4
-1.0 -0.5 0.9
0.4 -0.2 -0.4
0.2 0.5 0.0
-0.3 -0.5 -0.9
0.0 0.6 0.6
0.3 0.0 -0.4
-0.4 0.1 -0.8
0.2 -0.6 0.1
0.1 0.5 0.6
0.1 0.0 -0.1
-0.2 0.7 0.5
-0.1 0.3 -0.1
-0.9 -0.9 -0.3
0.7 0.5 1.2
-0.7 0.1 -0.3
-0.1 0.0 -0.4
-0.2 -0.3 0.0
0.0 0.1 0.3
0.3 0.4 0.1
-0.2 -0.2 -0.2
0.3 -0.2 -0.3
0.0 0.0 0.6
0.1 -0.4 0.2
0.2 -0.3 0.0
-0.1 -0.1 0.3
0.1 0.5 -0.1
0.3 0.3 -0.2
-0.3 -0.1 -0.2
0.1 -0.5 -0.4
0.3 -0.1 -0.1
0.1 -0.2 0.1
0.1 0.1 0.1
-0.2 0.1 -0.3
-0.1 0.0 -0.1
0.1 -0.1 0.0
0.0 0.1 0.0
0.0 0.1 0.0
0.0 0.0 0.0
0.0 0.0 0.0
0.0 -0.1 0.0
0.0 0.0 0.0
0.0 0.0 0.0
-0.1 0.1 -0.1
0.1 0.1 0.0
0.0 -0.2 0.1
0.0 0.0 0.1
-0.2 -0.1 -0.2
0.1 0.0 0.0
0.0 0.0 0.1
0.0 -0.1 0.0
0.0 0.0 -0.1
0.0 0.0 0.0
0.0 0.0 0.0
0.0 0.0 0.0
0.1 0.0 -0.2
-0.2 0.0 0.0
0.3 -0.1 0.2
0.0 0.0 0.1
0.1 0.0 -0.1
-0.1 0.0 0.1
-0.1 0.0 0.0
0.0 0.0 0.0
0.0 0.0 -0.1
0.0 0.0 -0.1
-0.1 0.1 0.1
0.0 0.0 0.0
0.1 0.2 -0.1
-0.1 0.1 0.2
0.0 -0.2 -0.1
-0.1 -0.1 0.0
0.0 0.1 -0.2
0.0 0.0 0.0
-0.1 0.0 0.1
0.0 0.0 0.0
0.0 0.1 0.0
0.0 0.0 0.0
0.0 0.0 0.0
0.0 0.0 0.0
0.0 0.1 -0.2
0.1 -0.1 0.0
-0.1 0.1 0.1
-0.1 0.0 0.2
0.0 0.1 0.0
0.0 -0.1 0.1
0.1 0.0 0.1
0.0 0.0 0.0
0.0 0.0 -0.1
0.0 0.0 -0.1
0.0 0.0 0.0
0.1 -0.1 0.0
-0.3 -0.1 0.0
-0.1 0.2 0.2
0.1 -0.1 -0.1
0.2 -0.3 -0.2
-0.1 0.0 0.0
0.0 0.1 0.0
0.1 0.1 0.1
0.0 0.0 0.0
-0.1 0.0 0.0
-0.1 0.0 0.0
0.0 0.0 0.0
0.1 0.0 0.0

These are the Mulliken partial charges, in e, on atoms 1 to 2:
1. O -0.60
2. C 0.11

***

Record 3
C19H30BCoF2N8S as an isolated structure. Source: the OMol25 dataset; level of theory: ωB97M-V/def2-TZVPD.

Expectation value of S²   0.76
2S+1   2
E_tot   -3185.5644 Ha
Relative energy (zero: lowest compared OMol25 entry of this formula, charge and spin)   8.6 kcal per mole
Kohn-Sham gap (alpha / beta)   0.2344 / 0.2352 hartree
E_LUMO (alpha / beta)   -2.45 / -2.42 eV
Total charge   +1

Positions of all 62 atoms, in Å:
Co 0.50974 -0.03068 0.52150
C -1.77275 2.86391 2.70370
C -1.29945 1.70281 1.90334
N 0.09925 1.76494 1.41609
C 1.13463 1.86194 2.46836
C 2.52568 1.60013 1.91218
N 2.56390 0.37959 1.06181
C 3.24456 -0.74206 1.74310
C 2.33585 -1.40466 2.76457
N 1.14370 -1.85308 2.06340
C 1.38187 -3.05598 1.24052
C 1.33952 -2.73759 -0.26892
N 0.27676 -1.76828 -0.41158
C -0.93662 -2.12375 -0.65357
C -1.32588 -3.45368 -1.21548
C -1.94548 -1.17015 -0.14621
C -3.29771 -1.31845 -0.20843
C -4.07213 -0.38410 0.55822
C -3.48020 0.57763 1.29773
C -2.03496 0.72995 1.30353
N -1.34041 -0.20873 0.57734
H -1.21034 2.98534 3.63389
H -2.81219 2.72669 2.99642
H -1.71422 3.81590 2.16280
H 0.86219 1.12336 3.22292
H 1.12146 2.83838 2.96379
H 3.23835 1.51049 2.73650
H 2.84989 2.44912 1.31749
H 3.09457 0.57574 0.21867
H 4.16779 -0.39746 2.22024
H 3.52724 -1.47050 0.98224
H 2.05184 -0.70395 3.55023
H 2.88263 -2.22456 3.24695
H 0.34870 -1.97616 2.67475
H 0.62636 -3.80832 1.47194
H 2.35144 -3.49364 1.49290
H 1.18296 -3.65388 -0.84045
H 2.27541 -2.28949 -0.60603
H -0.66543 -3.74541 -2.03081
H -2.34716 -3.43744 -1.58359
H -1.27179 -4.22302 -0.44202
H -3.77103 -2.10864 -0.76722
H -5.15101 -0.45955 0.54506
H -4.08018 1.27503 1.86514
F -0.91539 3.01503 -0.40656
B 0.15565 2.66121 0.26662
F 1.29562 3.29479 -0.06601
C -2.53999 1.07632 -4.46441
C -1.35473 0.11580 -4.52233
C -0.29221 0.50197 -3.53965
N -0.48246 0.53247 -2.27055
N 0.62647 0.92105 -1.56754
C 1.63356 1.21756 -2.33799
N 2.84684 1.66364 -1.85655
S 1.30582 0.99193 -4.01089
H -3.31388 0.76415 -5.16328
H -2.23529 2.08997 -4.72378
H -2.96190 1.09593 -3.46132
H -0.92813 0.08226 -5.52588
H -1.67832 -0.89963 -4.28290
H 2.72836 2.39017 -1.16088
H 3.50264 1.94771 -2.56911

Force components x, y, z for each atom (eV/Å):
0.0 0.0 0.0
-0.1 0.0 0.1
0.1 -0.2 0.1
-0.1 0.1 0.0
0.0 0.1 0.1
0.0 0.0 -0.1
-0.1 -0.3 -0.1
0.1 0.1 0.1
0.0 0.1 -0.1
0.0 -0.2 0.1
0.0 0.1 0.0
0.0 0.0 -0.1
0.0 -0.1 0.1
0.0 0.1 0.0
0.0 0.0 0.0
0.1 -0.2 0.0
0.0 0.2 0.2
0.1 -0.2 -0.1
0.1 0.2 0.1
-0.2 0.0 -0.1
-0.2 0.2 -0.2
0.0 0.0 0.0
0.0 0.0 0.0
0.0 0.0 -0.1
0.0 0.0 0.0
0.0 0.0 -0.1
-0.1 0.0 0.0
0.0 0.0 0.0
0.0 0.1 0.0
0.0 0.0 0.0
0.0 0.0 0.0
0.0 0.0 0.0
0.0 0.0 0.0
0.1 -0.1 0.1
-0.1 0.1 -0.1
0.0 -0.1 0.0
0.0 0.0 0.0
0.0 0.0 0.0
0.0 0.0 0.0
0.0 0.0 0.0
0.0 0.0 0.0
0.0 0.0 0.0
0.0 0.0 0.0
0.0 0.0 0.0
-0.1 0.0 -0.1
0.1 0.0 0.1
0.1 0.1 0.1
0.0 0.0 0.0
0.1 -0.1 0.0
-0.2 -0.1 -0.1
0.0 0.0 0.0
0.1 0.1 0.0
0.1 0.0 0.0
0.1 0.0 0.1
0.0 0.0 0.0
0.0 0.0 0.0
0.0 0.0 0.0
0.0 0.0 0.0
0.0 0.0 0.0
0.0 0.0 0.0
0.0 0.0 0.0
0.0 0.0 0.0

These are the Mulliken partial charges, in e, on atoms 1 to 2:
1. Co 0.03
2. C -1.53

***

Record 4
A 2-piece molecular cluster, C3H5IO overall in a non-equilibrium geometry. Source: the OMol25 dataset; level of theory: ωB97M-V/def2-TZVPD.

E_tot   -490.0462 Ha
Relative energy (zero: lowest compared OMol25 entry of this formula, charge and spin)   104.6 kcal per mole
Kohn-Sham gap (alpha / beta)   0.3497 / 0.2573 hartree
E_LUMO (alpha / beta)   -0.21 / -0.16 eV

Positions of all 10 atoms, in Å:
C 0.23046 -0.57148 1.42265
C 0.04879 0.50220 0.56171
C -0.61034 0.54032 -0.76626
O -1.20802 -0.46563 -1.37884
I -0.82153 2.26277 -1.94462
H 0.56251 -0.38502 2.39343
H 0.22096 -1.64539 1.23613
H 0.47051 1.44273 0.87585
H 2.09380 -0.31785 -1.47720
H -0.98714 -1.36266 -0.92284

Force components x, y, z for each atom (eV/Å):
-0.3 0.1 -1.8
-1.0 -0.8 -2.0
1.7 0.7 2.5
0.2 -3.2 0.8
0.2 -0.3 0.5
0.7 0.6 1.3
-0.6 0.3 -0.5
-0.3 0.3 0.1
0.0 0.0 0.0
-0.5 2.3 -0.9

These are the Mulliken partial charges, in e, on atoms 1 to 2:
1. C -0.95
2. C 0.19